[1]
C22H26CaF12N2O23S4 | ωB97M-V/def2-TZVPD

The geometry in XYZ format:
```
90
Properties=species:S:1:pos:R:3:lowdin_charge:R:1
Ca -1.35833 -0.06478 -0.48221 1.420
C -5.06667 -1.06361 1.95135 -0.881
F -5.28811 -1.83892 2.91418 0.227
F -5.48346 -1.44145 0.81597 0.229
F -5.55265 0.05618 2.13086 0.267
S -3.13872 -1.00616 1.96146 0.774
O -2.69663 0.36488 1.80893 -0.371
O -2.51225 -1.67083 3.16207 -0.313
N -2.53541 -1.72018 0.40532 -0.440
S -2.88416 -3.28012 0.58966 0.614
O -3.60188 -3.74908 1.76860 -0.290
O -3.44647 -3.66661 -0.71406 -0.306
C -1.12112 -4.08180 0.56504 -0.683
F -1.25459 -5.37361 0.59577 0.187
F -0.45818 -3.65344 -0.43112 0.190
F -0.46883 -3.63419 1.69518 0.090
C -0.05514 2.51896 -3.59021 -0.665
F 0.82734 2.63379 -4.56558 0.171
F 0.52473 2.67858 -2.41287 0.146
F -1.01367 3.43198 -3.75949 0.131
S -0.83219 0.78506 -3.64473 0.741
O -1.03060 0.39425 -5.05255 -0.252
O 0.25478 0.05413 -2.97827 -0.342
N -2.05371 0.83763 -2.35710 -0.447
S -3.33826 1.10682 -3.22561 0.581
O -3.33799 2.29213 -4.06907 -0.280
O -3.92683 -0.11152 -3.76518 -0.278
C -4.61353 1.55312 -1.80631 -0.575
F -5.87529 1.28624 -2.21666 0.124
F -4.42700 0.89707 -0.63325 0.092
F -4.52882 2.86006 -1.52013 0.121
C -3.03733 -3.37263 -4.97831 -0.070
C -1.62092 -3.67560 -5.37639 -0.086
O -0.87989 -3.01556 -4.35107 0.081
C -1.63250 -2.58389 -3.34970 -0.626
O -1.30549 -2.16064 -2.27214 0.058
O -2.83681 -2.78421 -3.70669 0.069
H -3.70258 -4.21425 -4.78538 0.143
H -3.52271 -2.54114 -5.48931 0.140
H -1.39229 -3.31389 -6.37888 0.134
H -1.31586 -4.72081 -5.32566 0.134
C 0.06191 4.95579 1.54986 -0.135
C -0.97553 5.56815 0.70075 -0.077
O -1.20969 4.42784 -0.19314 0.122
C -1.02748 3.36232 0.57981 -0.605
O -1.21983 2.20592 0.28278 0.041
O -0.56337 3.70628 1.71298 0.127
H 0.24243 5.51981 2.46496 0.146
H 1.07571 4.95471 1.14946 0.133
H -0.53137 6.47707 0.29494 0.140
H -1.83658 5.94007 1.25607 0.144
C -0.18197 -1.17095 5.62887 0.001
C 0.78434 -0.64750 4.56911 -0.355
C 1.87833 -1.58217 4.17798 -0.080
O 1.54767 -1.77422 2.80790 0.066
C 0.62003 -0.86649 2.33446 -0.465
O 0.17514 -0.69439 1.23338 0.038
O 0.14330 -0.19987 3.41739 0.101
H 0.37428 -1.84110 6.28429 0.081
H -0.91182 -1.79975 5.11894 0.083
H -0.59773 -0.41667 6.29693 0.088
H 1.21866 0.23228 5.04393 0.142
H 1.98215 -2.51811 4.72692 0.142
H 2.84728 -1.08892 4.25496 0.124
C 3.86484 2.32581 3.87711 -0.003
C 3.24495 3.27984 2.84250 -0.248
C 4.13374 3.96173 1.69293 -0.048
O 3.62037 3.35404 0.51609 0.055
C 2.54565 2.60751 0.75760 -0.566
O 2.06078 1.97958 -0.11038 0.175
O 2.13483 2.60199 2.10550 0.023
H 4.94434 2.47593 3.86146 0.083
H 3.60491 1.37097 3.42014 0.081
H 3.40646 2.46202 4.85661 0.086
H 2.59933 4.01287 3.32617 0.132
H 5.16046 3.60117 1.63010 0.136
H 3.94403 5.03510 1.69332 0.128
C 2.47975 -1.92604 -1.41271 -0.016
C 3.72538 -1.89225 -2.33163 -0.304
C 4.92633 -1.16159 -1.66720 -0.073
O 5.95153 -2.11550 -1.79847 0.057
C 5.47315 -3.31890 -2.10182 -0.461
O 5.93934 -4.42544 -1.73195 0.088
O 4.11341 -3.23561 -2.39808 0.048
H 1.63962 -2.26265 -2.02015 0.070
H 2.21841 -0.91259 -1.10824 0.069
H 2.53647 -2.62352 -0.57700 0.097
H 3.44408 -1.62534 -3.35032 0.155
H 4.73351 -1.08441 -0.59717 0.134
H 5.19819 -0.24703 -2.19425 0.137
```

Computed properties:
- multiplicity = 1
- orbital gap (eV) = 9.448
- F_max (Eh/bohr) = 0.1172
- lowest unoccupied orbital energy (eV) = -0.336
- calculated total energy (a.u.) = -6162.67458
- total charge = 0
- ΔE to the lowest compared entry with this formula, charge and spin (kJ/mol) = 0.0



[2]
C22H26Cl3GeN2O5SSiZn | ωB97M-V/def2-TZVPD

The geometry in XYZ format:
```
62
Properties=species:S:1:pos:R:3:nbo_charge:R:1
Zn 1.20662 -0.61143 -1.13522 1.705
O 2.35741 0.62008 -2.59776 -0.769
C 1.86124 1.93052 -2.79423 -0.127
C 0.46022 2.06810 -2.25768 0.247
C -0.21130 3.28360 -2.31642 -0.237
C -1.48258 3.36189 -1.79436 -0.148
C -2.05612 2.23000 -1.22711 -0.262
C -1.32419 1.06308 -1.20820 0.072
N -0.09077 0.98708 -1.72501 -0.581
H 2.51848 0.20564 -3.46380 0.529
H 1.85634 2.18180 -3.85703 0.232
H 2.50715 2.63076 -2.25790 0.200
H 0.26937 4.13629 -2.77730 0.219
H -2.02962 4.29627 -1.82533 0.205
H -3.04591 2.25053 -0.79261 0.217
H -1.70226 0.15664 -0.75768 0.227
O 3.10937 -1.65939 -0.95921 -1.086
S 2.32552 -2.91985 -1.03662 2.585
O 3.08269 -4.06336 -1.45911 -0.975
O 1.14429 -2.58957 -1.90356 -1.101
O 1.74984 -3.16011 0.36217 -1.034
N 0.32276 -1.04992 0.59921 -1.178
C 0.06113 0.00846 1.37403 0.090
C 0.88746 1.20337 1.26099 0.004
C 0.39735 2.51853 1.46061 -0.255
C 1.15590 3.62781 1.15725 -0.228
C 2.45667 3.50192 0.65236 -0.313
C 2.97331 2.22272 0.48278 -0.199
C 2.21654 1.09909 0.77813 -0.340
C -1.08219 0.07204 2.30338 -0.078
C -2.30406 -0.55041 2.00298 -0.224
C -3.38254 -0.49041 2.86925 -0.211
C -3.28492 0.18705 4.07988 -0.275
C -2.07748 0.79817 4.40557 -0.242
C -1.00027 0.74007 3.53889 -0.173
H -0.61946 2.65493 1.80764 0.209
H 0.72337 4.61442 1.29043 0.191
H 3.04516 4.37834 0.40907 0.192
H 3.98462 2.08736 0.11404 0.204
H 2.66775 0.11663 0.68776 0.249
H -2.39309 -1.09512 1.07502 0.227
H -4.31018 -0.98178 2.59584 0.194
H -4.12634 0.22691 4.76144 0.190
H -1.97108 1.31456 5.35373 0.191
H -0.06078 1.20126 3.81827 0.204
Cl 2.41194 0.28161 -5.84001 -0.622
Ge 0.10130 -0.04984 -5.63382 0.876
Cl -0.40195 -0.36936 -7.85151 -0.599
Cl -0.42342 2.21120 -5.63521 -0.622
C -0.16386 -2.86906 2.71618 -1.135
Si -0.02218 -2.94896 0.81485 1.920
C -0.09014 -4.91433 0.75369 -1.129
C -1.57685 -2.88287 -0.31994 -1.127
H 0.26473 -3.77839 3.14302 0.215
H -1.21089 -2.81590 3.02957 0.223
H 0.34633 -2.00492 3.14385 0.221
H -1.07063 -5.28232 1.08892 0.182
H 0.67773 -5.36299 1.39177 0.199
H 0.07198 -5.28264 -0.26507 0.208
H -2.44536 -3.19061 0.27569 0.210
H -1.45772 -3.62145 -1.11422 0.234
H -1.79639 -1.92378 -0.79230 0.194
```

Computed properties:
- multiplicity = 2
- orbital gap (alpha / beta) (eV) = 4.367 / 6.957
- F_max (Eh/bohr) = 0.0041
- lowest unoccupied orbital energy (alpha / beta) (eV) = 4.366 / 4.354
- calculated total energy (a.u.) = -7264.47614
- total charge = -2
- ΔE to the lowest compared entry with this formula, charge and spin (kJ/mol) = 13.9



[3]
C22H26Cl57FIN3O2P | ωB97M-V/def2-TZVPD

The geometry in XYZ format:
```
113
Properties=species:S:1:pos:R:3:lowdin_charge:R:1
N -3.88899 1.23948 -5.55967 0.286
C -2.71667 0.80867 -5.13333 -0.400
N -1.84517 1.82671 -4.69567 0.077
F -0.81515 1.96966 -5.61157 -0.008
N -2.38846 -0.46383 -5.16379 -0.101
C -3.33363 -1.45781 -5.69161 -0.186
C -4.34407 -1.81973 -4.62071 -0.826
O -5.41734 -1.32945 -4.58783 0.040
I -3.77597 -3.19678 -3.08425 0.918
P -0.79770 -1.05200 -4.64930 0.760
O 0.20513 -0.84699 -5.68653 -0.373
H -4.08891 2.16963 -5.19659 0.145
H -4.67957 0.63357 -5.32928 0.122
H -1.45904 1.65508 -3.76967 0.100
H -3.85692 -1.05699 -6.54786 0.147
H -2.76841 -2.32334 -6.00658 0.027
H -0.52829 -0.37235 -3.45536 0.022
H -1.01614 -2.40457 -4.35763 -0.004
C -3.42659 0.28059 -0.18651 -1.497
Cl -2.06893 0.37549 0.91000 0.571
Cl -4.51039 1.65384 0.00430 0.593
Cl -2.89326 0.17258 -1.88823 0.501
H -3.97984 -0.62258 0.03769 0.022
C 1.59566 1.83168 2.43184 -1.534
Cl 0.60736 3.26261 2.12074 0.552
Cl 0.58966 0.47451 2.91815 0.465
Cl 2.56086 1.41089 1.01871 0.540
H 2.26911 2.05856 3.24854 -0.037
C 1.96159 6.84356 2.07289 -1.576
Cl 3.28257 6.85277 0.90426 0.525
Cl 2.57846 6.88180 3.72329 0.526
Cl 0.84981 8.18135 1.78025 0.527
H 1.41561 5.92062 1.94761 -0.056
C -3.97189 -5.80033 -6.45843 -1.538
Cl -5.28275 -5.02075 -7.34450 0.543
Cl -3.54053 -7.34046 -7.17212 0.580
Cl -2.55978 -4.72573 -6.39263 0.512
H -4.30488 -5.97112 -5.44322 0.003
C -1.16898 0.93825 6.81149 -1.518
Cl -2.13721 -0.30389 6.01952 0.516
Cl 0.10059 0.20028 7.79268 0.560
Cl -0.48364 2.04872 5.62549 0.510
H -1.81592 1.50278 7.46829 0.016
C 1.45918 4.68987 -6.45319 -1.561
Cl 2.88560 4.58547 -5.42591 0.540
Cl 0.42992 6.03925 -5.95591 0.534
Cl 1.90684 4.83591 -8.14910 0.546
H 0.89224 3.77786 -6.33354 -0.019
C 3.17990 2.37891 7.21152 -1.543
Cl 4.48918 2.46900 8.38591 0.545
Cl 2.19722 3.84066 7.25325 0.524
Cl 3.81884 2.08898 5.58471 0.533
H 2.54747 1.54285 7.47599 -0.041
C 4.38153 -1.92608 1.94922 -1.533
Cl 5.96970 -2.67451 1.85123 0.521
Cl 3.10334 -3.14154 2.04755 0.502
Cl 4.29647 -0.83055 3.32962 0.512
H 4.22191 -1.34626 1.05048 -0.004
C -8.18687 1.49864 0.45406 -1.557
Cl -9.15818 2.96044 0.27164 0.558
Cl -8.48050 0.73719 2.01415 0.540
Cl -8.49523 0.37023 -0.86916 0.522
H -7.14482 1.77846 0.40866 -0.065
C -11.88697 2.09013 2.87207 -1.577
Cl -12.63501 3.68466 2.92944 0.533
Cl -10.80949 1.85140 4.24767 0.500
Cl -13.10828 0.82067 2.80352 0.533
H -11.29187 2.03225 1.97100 -0.051
C 9.36338 -2.91350 3.88673 -1.531
Cl 8.63757 -1.34325 3.53695 0.486
Cl 8.93050 -3.45030 5.50734 0.536
Cl 8.88344 -4.11456 2.68057 0.510
H 10.43797 -2.80416 3.84196 0.015
C 1.92320 -2.72561 -7.02958 -1.535
Cl 3.61205 -2.63226 -6.53416 0.572
Cl 1.77459 -3.19199 -8.72092 0.556
Cl 1.04144 -3.86194 -5.99414 0.521
H 1.47683 -1.74816 -6.90205 -0.035
C 5.73105 -3.46801 -9.62316 -1.577
Cl 4.97089 -4.82113 -10.45963 0.518
Cl 7.21190 -3.97762 -8.81387 0.529
Cl 6.04727 -2.13753 -10.73690 0.527
H 5.04190 -3.11578 -8.86902 -0.064
C -3.22868 6.53277 -6.93650 -1.566
Cl -4.09754 8.05709 -6.84881 0.555
Cl -3.47219 5.58937 -5.45628 0.477
Cl -3.72176 5.60024 -8.34939 0.526
H -2.17177 6.74421 -7.02384 -0.031
C 8.27063 2.08958 8.51541 -1.559
Cl 8.45935 0.91503 7.21595 0.523
Cl 7.45922 1.36802 9.90494 0.519
Cl 9.83703 2.75778 8.97916 0.540
H 7.65510 2.90009 8.14914 -0.003
C 0.27141 -4.02850 4.50414 -1.537
Cl 0.31650 -2.74536 3.28838 0.459
Cl 1.80503 -4.13131 5.36346 0.553
Cl -1.07076 -3.79915 5.62380 0.471
H 0.11099 -4.96317 3.98559 -0.042
C -2.75311 -5.94695 2.01511 -1.512
Cl -1.07212 -6.48321 1.98536 0.563
Cl -3.10376 -5.01106 3.46187 0.519
Cl -3.10248 -4.96905 0.58099 0.482
H -3.38151 -6.82652 1.99697 0.019
C -5.81197 -3.63669 6.59328 -1.541
Cl -4.09343 -3.60992 7.00654 0.503
Cl -6.08095 -4.36246 5.00484 0.504
Cl -6.73506 -4.48525 7.82812 0.545
H -6.15933 -2.61381 6.55587 0.011
C 11.53913 2.48202 5.37478 -1.567
Cl 10.64021 1.26322 4.46999 0.479
Cl 12.72500 1.72334 6.43470 0.524
Cl 12.31301 3.63279 4.28465 0.532
H 10.83639 3.02378 5.99390 -0.016
```

Computed properties:
- multiplicity = 1
- orbital gap (eV) = 7.070
- F_max (Eh/bohr) = 0.0384
- lowest unoccupied orbital energy (eV) = -4.812
- calculated total energy (a.u.) = -28138.08362
- total charge = +1
- ΔE to the lowest compared entry with this formula, charge and spin (kJ/mol) = 0.0



[4]
C22H26N2O3 | ωB97M-V/def2-TZVPD

The geometry in XYZ format:
```
53
Properties=species:S:1:pos:R:3:nbo_charge:R:1
C 5.58981 1.99874 3.65406 -0.594
H 6.02774 2.70890 4.35255 0.205
H 6.14306 2.05394 2.72072 0.205
H 5.70753 0.99650 4.06081 0.211
C 4.10205 2.31269 3.44194 -0.074
C 3.51218 1.29259 2.48045 -0.056
C 4.03130 1.18112 1.19116 -0.137
C 3.53260 0.26896 0.28807 -0.275
C 2.48523 -0.57920 0.64488 0.288
C 1.95344 -0.47975 1.92128 -0.251
C 2.46610 0.44648 2.81653 -0.204
H 2.01947 0.48837 3.79640 0.212
H 1.13495 -1.10845 2.23263 0.217
O 2.06823 -1.45161 -0.31958 -0.518
C 1.00459 -2.33715 -0.01892 -0.128
C 0.67807 -3.12528 -1.28966 -0.073
O -0.16740 -2.46260 -2.19942 -0.535
C 0.36937 -1.32855 -2.84054 -0.072
H 1.46404 -1.36418 -2.85222 0.192
C -0.07798 -0.00622 -2.19192 -0.254
N -1.52278 0.05745 -2.10644 -0.422
C -2.25918 0.27165 -3.22759 0.303
N -3.53324 0.27582 -3.30852 -0.488
C -4.24298 0.01969 -2.16216 0.241
C -5.64054 -0.00986 -2.21212 -0.236
C -6.36301 -0.26093 -1.06851 -0.178
C -5.71655 -0.48595 0.14689 -0.228
C -4.34255 -0.46036 0.21374 -0.142
C -3.59162 -0.20842 -0.93678 -0.216
C -2.13521 -0.18635 -0.87665 0.670
O -1.47654 -0.34500 0.13432 -0.628
H -3.81686 -0.63112 1.14117 0.234
H -6.29853 -0.68037 1.03524 0.216
H -7.44220 -0.28426 -1.10930 0.216
H -6.12307 0.16617 -3.16030 0.227
H -1.69510 0.47092 -4.13064 0.185
H 0.29329 0.83137 -2.78794 0.208
H 0.30902 0.07370 -1.17528 0.256
H -0.00337 -1.36334 -3.87164 0.178
H 0.13248 -4.03182 -1.01977 0.199
H 1.62235 -3.40083 -1.78144 0.174
H 1.31329 -3.03772 0.76862 0.178
H 0.11519 -1.78839 0.31152 0.228
H 3.94380 0.19190 -0.70693 0.217
H 4.84444 1.81783 0.87670 0.199
C 3.41288 2.30117 4.80902 -0.604
H 2.35682 2.54313 4.71620 0.210
H 3.51612 1.33169 5.29075 0.209
H 3.87344 3.04729 5.45371 0.211
C 3.94820 3.71704 2.84119 -0.594
H 4.34513 4.46391 3.52577 0.205
H 4.47925 3.80441 1.89746 0.205
H 2.89744 3.93538 2.66258 0.212
```

Computed properties:
- multiplicity = 1
- orbital gap (eV) = 8.912
- F_max (Eh/bohr) = 0.0135
- lowest unoccupied orbital energy (eV) = 0.631
- calculated total energy (a.u.) = -1189.18185
- total charge = 0
- ΔE to the lowest compared entry with this formula, charge and spin (kJ/mol) = 148.7



- Among the records above, which one has the highest multiplicity?
  C22H26Cl3GeN2O5SSiZn



- Which of these has the highest ΔE to the lowest compared entry with this formula, charge and spin?
  C22H26N2O3